Entry 1:
Below is a molecular structure, C2H6NO3 in a non-equilibrium geometry, with properties calculated with the ωB97M-V functional and the def2-TZVPD basis.

* total charge: -1
* E_HOMO: -4.5 eV
* ΔE to the lowest compared entry with this formula, charge and spin: 2.244 eV
* lowest unoccupied orbital energy: 0.153 Eh
* electronic energy: -360.2888 a.u.
* HOMO-LUMO gap: 8.69 eV

Structure (XYZ):
```
12
Properties=species:S:1:pos:R:3:forces:R:3
O -0.148 -0.028 1.749 -0.6 -0.8 -0.7
C -0.467 -0.101 0.526 -0.3 -0.8 0.8
N 0.224 -0.387 -0.528 0.1 -0.7 -0.6
C -0.472 -0.680 -2.257 -0.2 0.0 0.0
O 0.316 -1.248 -3.040 0.3 0.1 0.2
H -1.555 -0.037 0.356 0.0 0.5 -0.4
H 1.112 -0.868 -0.460 0.3 0.5 0.4
H -1.342 -1.282 -1.907 -0.1 0.4 0.1
H -0.634 0.411 -2.322 -0.4 -0.2 -0.3
H 0.878 0.655 2.296 1.5 1.8 0.8
H 0.657 2.063 2.845 0.2 0.3 0.1
O 1.432 1.501 2.742 -0.8 -1.2 -0.5
```
Positions in Å, forces in eV/Å.

Results of the natural (NBO) charge analysis, in e, for atoms 1 through 6: atom 1 (O): -0.753, atom 2 (C): 0.505, atom 3 (N): -0.725, atom 4 (C): 0.236, atom 5 (O): -0.766, atom 6 (H): 0.084



Entry 2:
Below is 2 unconnected molecules or ions with the total composition C2H6NO3 in a non-equilibrium geometry, with properties calculated with the ωB97M-V functional and the def2-TZVPD basis.

* total charge: -1
* E_HOMO: -3.8 eV
* ΔE to the lowest compared entry with this formula, charge and spin: 0.847 eV
* lowest unoccupied orbital energy: 0.116 Eh
* electronic energy: -360.3401 a.u.
* HOMO-LUMO gap: 6.91 eV

Structure (XYZ):
```
12
Properties=species:S:1:pos:R:3:forces:R:3
C -0.296 -1.804 -0.872 -0.2 0.1 0.2
N -1.635 -1.621 -0.309 1.0 0.7 -0.6
C -1.897 -0.318 0.306 -0.1 0.0 0.6
O -2.848 -0.273 1.117 -0.1 -0.5 -0.2
O -1.141 0.624 -0.027 0.0 -0.3 -0.3
H 0.162 -0.820 -0.948 -0.2 0.0 0.0
H -0.286 -2.235 -1.874 -0.2 -0.2 -0.2
H 0.376 -2.414 -0.259 -0.1 -0.2 0.2
H -2.028 -2.429 0.143 -0.1 0.3 0.3
H 3.561 4.257 1.310 1.0 -0.2 0.0
H 2.528 3.540 0.701 0.3 -1.0 -0.7
O 3.506 3.493 0.712 -1.4 1.1 0.7
```
Positions in Å, forces in eV/Å.

Results of the natural (NBO) charge analysis, in e, for atoms 1 through 6: atom 1 (C): -0.426, atom 2 (N): -0.717, atom 3 (C): 0.863, atom 4 (O): -0.808, atom 5 (O): -0.813, atom 6 (H): 0.243



Entry 3:
Below is 2 unconnected molecules or ions with the total composition C2H6NO3 in a non-equilibrium geometry, with properties calculated with the ωB97M-V functional and the def2-TZVPD basis.

* total charge: -1
* E_HOMO: -3.7 eV
* ΔE to the lowest compared entry with this formula, charge and spin: 1.196 eV
* lowest unoccupied orbital energy: 0.139 Eh
* electronic energy: -360.3273 a.u.
* HOMO-LUMO gap: 7.45 eV

Structure (XYZ):
```
12
Properties=species:S:1:pos:R:3:forces:R:3
O 1.704 -0.623 -1.101 0.8 -0.2 -0.8
C 2.020 0.287 -0.331 -2.8 0.2 1.6
O 2.969 1.055 -0.181 1.2 0.1 -0.4
C 0.832 0.597 0.774 0.7 -1.0 -0.6
N -0.533 0.212 0.330 0.0 0.9 -0.1
H 0.967 1.663 0.979 -0.3 -0.1 0.4
H 1.001 -0.066 1.633 0.4 0.6 0.1
H -1.174 0.704 0.943 -0.2 0.0 0.2
H -0.667 0.675 -0.563 0.0 -0.2 -0.3
H -1.978 -1.062 -0.302 0.8 0.1 0.2
H -2.952 -1.591 -1.364 0.5 -0.2 0.3
O -2.189 -1.851 -0.816 -1.2 -0.2 -0.6
```
Positions in Å, forces in eV/Å.

Results of the natural (NBO) charge analysis, in e, for atoms 1 through 6: atom 1 (O): -0.761, atom 2 (C): 0.784, atom 3 (O): -0.779, atom 4 (C): -0.374, atom 5 (N): -0.853, atom 6 (H): 0.162



Entry 4:
Below is 2 unconnected molecules or ions with the total composition C2H6NO3S, with properties calculated with the ωB97M-V functional and the def2-TZVPD basis.

* total charge: -1
* E_HOMO: -4.3 eV
* ΔE to the lowest compared entry with this formula, charge and spin: 0.882 eV
* lowest unoccupied orbital energy: 0.153 Eh
* electronic energy: -758.5120 a.u.
* HOMO-LUMO gap: 8.46 eV

Structure (XYZ):
```
13
Properties=species:S:1:pos:R:3:forces:R:3
C 1.420 0.007 0.283 -0.3 0.2 0.1
C 1.896 -0.463 -1.034 0.3 0.0 0.0
N 1.466 -1.434 -1.715 -0.1 -0.5 -0.5
O -1.139 1.208 -0.413 -0.9 0.0 0.3
O -1.811 -0.638 1.068 -0.1 0.2 0.2
O -3.308 1.427 0.952 0.7 -0.3 -0.6
S -2.242 0.316 0.023 -0.3 0.4 -0.2
H 0.506 0.605 0.095 0.4 -0.1 0.2
H 2.156 0.626 0.794 0.1 0.0 0.0
H 1.105 -0.820 0.915 0.0 -0.1 0.1
H 2.695 0.114 -1.503 0.1 0.1 0.0
H 0.698 -1.926 -1.254 0.1 0.2 0.2
H -3.443 0.979 1.789 0.1 -0.2 0.3
```
Positions in Å, forces in eV/Å.

Results of the natural (NBO) charge analysis, in e, for atoms 1 through 6: atom 1 (C): -0.750, atom 2 (C): 0.170, atom 3 (N): -0.663, atom 4 (O): -1.032, atom 5 (O): -1.056, atom 6 (O): -0.987



Entry 5:
Below is 2 unconnected molecules or ions with the total composition C2H6NO4PS in a non-equilibrium geometry, with properties calculated with the ωB97M-V functional and the def2-TZVPD basis.

* E_HOMO (spin up / spin down): -10.1 / -10.1 eV
* ΔE to the lowest compared entry with this formula, charge and spin: 3.880 eV
* lowest unoccupied orbital energy (spin up / spin down): -0.027 / -0.027 Eh
* electronic energy: -1175.0120 a.u.
* HOMO-LUMO gap (spin up / spin down): 9.33 / 9.33 eV

Structure (XYZ):
```
15
Properties=species:S:1:pos:R:3:forces:R:3
C 0.910 -1.899 -0.980 -1.0 0.5 3.1
C 1.060 1.725 1.074 -0.3 -2.6 2.3
N -1.820 -0.809 0.694 2.5 2.1 -2.4
O -0.601 1.590 -1.499 -0.4 0.4 0.1
O -4.177 -0.253 0.868 0.1 0.8 -0.4
O 0.254 -0.818 -1.641 0.1 0.3 -1.4
O 0.982 0.473 0.348 -1.8 0.5 -2.2
P -0.177 0.404 -0.792 0.3 -1.9 2.8
S -2.903 0.169 0.289 -1.0 -1.3 1.0
H 0.473 -1.740 0.060 0.9 -1.6 -0.9
H 1.984 -1.786 -0.891 0.1 0.3 -0.5
H 0.641 -2.844 -1.408 -0.3 -0.2 -0.3
H 2.076 1.692 1.361 1.1 0.6 0.4
H 0.465 1.521 2.005 0.2 0.9 -0.9
H 0.834 2.575 0.512 -0.7 1.2 -0.8
```
Positions in Å, forces in eV/Å.

Results of the natural (NBO) charge analysis, in e, for atoms 1 through 6: atom 1 (C): -0.259, atom 2 (C): -0.260, atom 3 (N): -0.930, atom 4 (O): -1.016, atom 5 (O): -0.885, atom 6 (O): -0.801



Entry 6:
Below is a gas-phase ion, C2H6NOS (charge +1) in a non-equilibrium geometry, with properties calculated with the ωB97M-V functional and the def2-TZVPD basis.

* total charge: +1
* E_HOMO: -14.9 eV
* ΔE to the lowest compared entry with this formula, charge and spin: 0.864 eV
* lowest unoccupied orbital energy: -0.236 Eh
* electronic energy: -607.6473 a.u.
* HOMO-LUMO gap: 8.43 eV

Structure (XYZ):
```
11
Properties=species:S:1:pos:R:3:forces:R:3
C -0.357 0.079 0.624 1.0 -1.0 -1.2
C 0.819 0.664 -0.090 -2.6 -1.2 -2.0
N 0.930 0.206 -1.464 -0.1 1.3 -0.3
O -1.998 -1.734 1.227 0.0 0.2 -0.6
S -1.297 -1.103 -0.110 0.8 1.5 2.2
H -2.870 -1.365 1.461 0.1 -0.1 -0.3
H 1.644 0.657 0.528 2.1 -0.5 1.6
H 0.650 1.684 -0.235 -0.7 2.1 0.5
H 1.622 -0.493 -1.617 0.6 -0.6 0.0
H -0.361 0.357 1.676 -0.8 -0.5 0.1
H 1.219 1.048 -2.000 -0.3 -1.2 0.0
```
Positions in Å, forces in eV/Å.

Results of the natural (NBO) charge analysis, in e, for atoms 1 through 6: atom 1 (C): -0.144, atom 2 (C): -0.325, atom 3 (N): -0.830, atom 4 (O): -0.822, atom 5 (S): 1.027, atom 6 (H): 0.528



Entry 7:
Below is 2 unconnected molecules or ions with the total composition C2H6NS in a non-equilibrium geometry, with properties calculated with the ωB97M-V functional and the def2-TZVPD basis.

* total charge: -1
* E_HOMO: -2.3 eV
* ΔE to the lowest compared entry with this formula, charge and spin: 0.939 eV
* lowest unoccupied orbital energy: 0.097 Eh
* electronic energy: -532.7367 a.u.
* HOMO-LUMO gap: 4.91 eV

Structure (XYZ):
```
10
Properties=species:S:1:pos:R:3:forces:R:3
S 5.185 4.237 3.524 -0.8 -0.3 -0.6
H 4.112 3.770 2.775 0.8 0.3 0.6
C -1.321 -1.505 0.302 0.1 0.9 0.5
C -0.929 -1.264 -0.954 -1.3 -1.6 0.4
N -1.319 -0.275 -1.843 1.0 -0.6 -0.5
H -1.730 -0.758 0.978 -0.2 0.1 -0.4
H -1.188 -2.461 0.782 0.5 -0.1 -0.2
H -0.503 -2.137 -1.447 0.2 0.3 -0.2
H -0.662 -0.209 -2.608 -0.3 0.4 0.0
H -1.647 0.603 -1.511 -0.1 0.5 0.4
```
Positions in Å, forces in eV/Å.

Results of the natural (NBO) charge analysis, in e, for atoms 1 through 6: atom 1 (S): -1.081, atom 2 (H): 0.081, atom 3 (C): -0.518, atom 4 (C): 0.007, atom 5 (N): -0.809, atom 6 (H): 0.188



Entry 8:
Below is 2 unconnected molecules or ions with the total composition C2H6NS, with properties calculated with the ωB97M-V functional and the def2-TZVPD basis.

* total charge: -1
* E_HOMO: -2.8 eV
* ΔE to the lowest compared entry with this formula, charge and spin: 0.294 eV
* lowest unoccupied orbital energy: 0.149 Eh
* electronic energy: -532.7603 a.u.
* HOMO-LUMO gap: 6.88 eV

Structure (XYZ):
```
10
Properties=species:S:1:pos:R:3:forces:R:3
S 2.663 0.966 1.451 0.1 -0.1 0.1
H 2.430 1.938 0.555 -0.1 0.0 0.0
C -1.350 -0.341 -1.253 0.2 0.2 0.2
C -0.334 -0.595 -0.427 -0.1 -0.3 0.5
N -0.378 -0.446 0.962 0.4 0.1 0.0
H -2.232 0.127 -0.826 -0.2 -0.1 -0.3
H -1.285 -0.568 -2.307 -0.1 0.2 0.0
H 0.606 -1.026 -0.755 -0.1 -0.1 -0.3
H -0.688 0.472 1.256 -0.2 -0.1 -0.1
H 0.567 -0.526 1.343 -0.1 0.3 -0.1
```
Positions in Å, forces in eV/Å.

Results of the natural (NBO) charge analysis, in e, for atoms 1 through 6: atom 1 (S): -1.066, atom 2 (H): 0.090, atom 3 (C): -0.568, atom 4 (C): 0.046, atom 5 (N): -0.849, atom 6 (H): 0.179



Entry 9:
Below is 2 unconnected molecules or ions with the total composition C2H6NS in a non-equilibrium geometry, with properties calculated with the ωB97M-V functional and the def2-TZVPD basis.

* total charge: -1
* E_HOMO: -2.6 eV
* ΔE to the lowest compared entry with this formula, charge and spin: 1.862 eV
* lowest unoccupied orbital energy: 0.137 Eh
* electronic energy: -532.7027 a.u.
* HOMO-LUMO gap: 6.30 eV

Structure (XYZ):
```
10
Properties=species:S:1:pos:R:3:forces:R:3
S -1.075 -0.313 3.420 -1.1 -0.6 -0.1
H -2.326 -0.936 3.408 1.1 0.5 0.0
C -0.030 0.671 -1.631 -0.8 -1.9 -0.3
C 1.043 -0.506 0.056 -1.9 -1.2 -0.9
N 0.925 -0.358 -1.211 2.6 1.8 0.9
H -1.022 0.552 -1.137 0.5 0.6 -0.2
H 0.501 1.586 -1.415 -0.5 0.5 0.2
H -0.109 0.613 -2.716 -0.4 0.0 0.0
H 1.973 -0.624 0.601 0.4 -0.9 -0.4
H 0.120 -0.684 0.625 0.1 1.3 0.8
```
Positions in Å, forces in eV/Å.

Results of the natural (NBO) charge analysis, in e, for atoms 1 through 6: atom 1 (S): -1.079, atom 2 (H): 0.088, atom 3 (C): -0.434, atom 4 (C): -0.011, atom 5 (N): -0.478, atom 6 (H): 0.188



Entry 10:
Below is 2 unconnected molecules or ions with the total composition C2H6NS in a non-equilibrium geometry, with properties calculated with the ωB97M-V functional and the def2-TZVPD basis.

* total charge: -1
* E_HOMO: -2.8 eV
* ΔE to the lowest compared entry with this formula, charge and spin: 1.752 eV
* lowest unoccupied orbital energy: 0.151 Eh
* electronic energy: -532.7068 a.u.
* HOMO-LUMO gap: 6.87 eV

Structure (XYZ):
```
10
Properties=species:S:1:pos:R:3:forces:R:3
S 0.068 1.718 2.224 1.0 1.7 1.3
H 0.748 2.723 2.947 -0.8 -1.0 -0.6
C 0.398 -0.928 -1.469 -3.1 2.7 -2.1
C -0.873 -0.215 0.330 4.2 -0.4 1.3
N -0.891 -0.944 -0.697 -0.5 0.6 -1.2
H 0.753 0.152 -1.497 -0.1 -1.4 0.1
H 0.143 -1.207 -2.552 0.4 0.2 1.5
H 1.117 -1.550 -1.114 2.2 -1.9 1.2
H -1.607 0.199 0.970 -1.8 -0.4 0.1
H 0.144 0.052 0.859 -1.5 -0.2 -1.5
```
Positions in Å, forces in eV/Å.

Results of the natural (NBO) charge analysis, in e, for atoms 1 through 6: atom 1 (S): -1.044, atom 2 (H): 0.093, atom 3 (C): -0.432, atom 4 (C): -0.048, atom 5 (N): -0.486, atom 6 (H): 0.196